{"formula": "C43H57N6O2P2SSi2Ta", "method": "ωB97M-V/def2-TZVPD", "spin_multiplicity": 1, "homo_energy_ha": -0.483, "e_above_lowest_ev": 1.059, "charge": 2, "energy_ha": -3868.3416, "species": ["Ta", "C", "C", "N", "C", "C", "S", "C", "C", "N", "H", "H", "H", "H", "H", "H", "H", "H", "H", "H", "H", "H", "H", "H", "C", "Si", "C", "C", "N", "P", "C", "P", "N", "Si", "C", "C", "C", "C", "C", "C", "C", "C", "C", "C", "C", "C", "C", "C", "C", "C", "C", "C", "C", "C", "C", "C", "C", "C", "C", "C", "C", "H", "H", "H", "H", "H", "H", "H", "H", "H", "H", "H", "H", "H", "H", "H", "H", "H", "H", "H", "H", "H", "H", "H", "H", "H", "H", "H", "H", "H", "H", "H", "H", "H", "H", "H", "H", "H", "H", "O", "N", "N", "O", "C", "C", "C", "C", "C", "C", "H", "H", "H", "H", "H"], "xyz": [[0.084058, 0.405664, -0.422845], [1.770160, -0.651959, 2.416643], [2.894708, -0.178720, 1.514211], [2.568810, -0.503734, 0.113301], [2.931403, -1.877541, -0.284051], [1.895267, -2.928207, 0.103646], [0.196341, -2.307600, -0.014715], [-0.484728, -2.470723, 1.660742], [-0.587924, -1.157776, 2.440018], [0.420966, -0.190478, 1.961872], [1.740433, -1.735754, 2.435055], [1.935142, -0.332130, 3.449674], [2.994075, 0.907673, 1.604811], [3.847057, -0.615845, 1.834395], [3.115617, 0.101939, -0.497174], [3.049945, -1.877548, -1.369459], [3.900397, -2.165002, 0.142955], [1.965835, -3.765422, -0.592351], [2.055329, -3.336318, 1.100036], [-1.490284, -2.865319, 1.520429], [0.089561, -3.238177, 2.177608], [-1.593956, -0.747349, 2.294989], [-0.439058, -1.341874, 3.510221], [0.212879, 0.694977, 2.418216], [2.244568, -0.864122, -3.850526], [0.513046, -0.153581, -3.964596], [0.585142, 1.609501, -4.586583], [-0.373383, -1.193518, -5.245944], [-0.380778, -0.205684, -2.367224], [-1.853575, -0.916780, -2.062815], [-1.979998, -0.496755, -0.395406], [-2.621147, 1.050898, 0.000334], [-1.176908, 1.750993, 0.454877], [-1.073722, 3.398163, 1.234420], [-2.773765, 4.064776, 1.621437], [-0.169440, 3.198064, 2.869590], [-0.294159, 4.649282, 0.075859], [-3.771836, 1.081893, 1.415266], [-5.160497, 1.170723, 1.325802], [-5.950834, 1.130340, 2.464928], [-5.375924, 1.014915, 3.719599], [-3.995418, 0.962476, 3.832063], [-3.211452, 0.998106, 2.693241], [-3.250347, 2.158440, -1.308656], [-4.572698, 2.211336, -1.756217], [-4.964908, 3.129815, -2.712596], [-4.043669, 4.003254, -3.267902], [-2.717567, 3.928379, -2.881176], [-2.328780, 3.015984, -1.912427], [-1.736183, -2.695251, -2.453458], [-2.850178, -3.530449, -2.422684], [-2.736511, -4.881172, -2.712585], [-1.508556, -5.421964, -3.055601], [-0.390610, -4.602743, -3.100476], [-0.509237, -3.259217, -2.794372], [-3.216468, -0.360722, -3.107050], [-4.497696, -0.828081, -2.808509], [-5.556925, -0.560174, -3.657747], [-5.354285, 0.206648, -4.796801], [-4.099883, 0.731331, -5.061447], [-3.035040, 0.448032, -4.220536], [2.712892, -0.703916, -4.821421], [2.256931, -1.940582, -3.682846], [2.873456, -0.377215, -3.112726], [1.188890, 1.621113, -5.493605], [1.045472, 2.296747, -3.882122], [-0.389311, 2.010399, -4.858967], [-0.065090, -0.810853, -6.219701], [-1.458724, -1.166746, -5.224486], [-0.072613, -2.235707, -5.199878], [-3.189379, 3.678612, 2.546794], [-3.501928, 3.902842, 0.828737], [-2.663012, 5.144738, 1.728685], [-0.772584, 2.635969, 3.580025], [-0.014300, 4.178925, 3.316629], [0.810228, 2.728960, 2.792046], [-1.082418, 5.168905, -0.468310], [0.395890, 4.246659, -0.657827], [0.245085, 5.402647, 0.648648], [-5.661101, 1.289378, 0.383322], [-7.023745, 1.201491, 2.365542], [-5.996736, 0.984561, 4.602477], [-3.530594, 0.913158, 4.806321], [-2.129623, 1.039625, 2.806585], [-5.307750, 1.510184, -1.403525], [-5.994910, 3.152937, -3.035598], [-4.356835, 4.723833, -4.008343], [-1.983895, 4.587663, -3.320402], [-1.288691, 2.992032, -1.624345], [-3.829389, -3.149951, -2.175050], [-3.614613, -5.507484, -2.680442], [-1.424464, -6.472117, -3.292759], [0.571156, -5.010052, -3.379714], [0.376902, -2.640962, -2.830091], [-4.681400, -1.382988, -1.896173], [-6.540056, -0.944446, -3.429195], [-6.176704, 0.408613, -5.466290], [-3.945547, 1.358882, -5.927429], [-2.065300, 0.861477, -4.439900], [1.504743, 1.151231, -1.769331], [2.314767, 2.136043, -1.550521], [2.245596, 2.531098, -0.359274], [1.359124, 1.983227, 0.428748], [3.148726, 3.557291, 0.121970], [3.065331, 3.954935, 1.443251], [3.946309, 4.928465, 1.892588], [4.875545, 5.483003, 1.026086], [4.938984, 5.060414, -0.296392], [4.074329, 4.086413, -0.765598], [2.336406, 3.522207, 2.104318], [3.901451, 5.251709, 2.922485], [5.554907, 6.244213, 1.379835], [5.666895, 5.488948, -0.969520], [4.122168, 3.750522, -1.789173]], "forces_ev_per_a": [[0.95, -1.56, 1.47], [-0.14, 0.15, 0.02], [-0.24, 0.35, 0.08], [0.11, 0.08, -0.14], [0.03, -0.01, -0.10], [0.04, -0.08, 0.06], [-0.13, 0.19, 0.23], [-0.17, -0.10, 0.08], [-0.22, -0.02, -0.20], [0.09, 0.14, -0.20], [0.06, -0.09, 0.03], [0.04, 0.02, -0.08], [0.04, -0.26, -0.03], [-0.11, -0.08, -0.06], [-0.09, -0.11, 0.24], [-0.07, 0.04, 0.09], [-0.07, 0.05, -0.06], [-0.02, -0.01, 0.05], [-0.02, 0.05, 0.02], [0.07, -0.04, -0.04], [0.08, 0.02, -0.04], [0.51, -0.14, -0.01], [-0.06, -0.05, -0.07], [0.11, 0.09, -0.10], [-0.14, 0.04, 0.03], [-0.16, 0.14, 0.20], [0.02, -0.08, 0.06], [0.05, 0.04, 0.09], [-0.18, -0.20, -0.48], [0.08, -0.10, -0.19], [0.20, 0.63, -0.44], [-0.05, 0.21, 0.23], [-0.42, 0.58, 0.07], [0.04, -0.29, -0.17], [0.09, -0.05, -0.04], [0.04, 0.01, -0.17], [0.00, -0.07, 0.15], [0.06, 0.01, 0.07], [0.06, -0.11, -0.03], [0.03, 0.02, 0.04], [-0.01, -0.01, -0.05], [0.00, 0.00, -0.02], [0.34, 0.15, -0.09], [-0.08, -0.04, -0.07], [0.02, -0.07, 0.06], [0.00, -0.04, -0.01], [0.03, 0.00, -0.03], [-0.04, -0.05, 0.04], [0.07, -0.04, 0.00], [0.01, -0.01, 0.02], [-0.11, 0.06, 0.10], [0.06, -0.01, -0.01], [-0.02, 0.02, 0.01], [-0.02, 0.01, 0.01], [0.06, 0.03, -0.15], [-0.02, -0.03, 0.03], [-0.03, 0.02, 0.08], [0.02, 0.05, 0.01], [0.01, 0.01, 0.04], [0.00, 0.01, 0.01], [-0.04, 0.01, 0.01], [0.05, 0.00, -0.14], [-0.02, -0.09, 0.03], [0.08, 0.06, 0.06], [0.07, -0.01, -0.12], [0.02, 0.03, 0.02], [-0.11, 0.02, 0.00], [0.04, 0.05, -0.11], [-0.04, -0.02, 0.01], [0.06, -0.12, -0.01], [-0.06, -0.04, 0.10], [-0.04, 0.01, -0.09], [0.03, 0.11, 0.04], [-0.10, -0.08, 0.10], [0.00, 0.15, 0.05], [-0.09, -0.09, 0.02], [-0.05, 0.01, -0.02], [0.13, -0.08, -0.13], [0.07, 0.08, 0.10], [-0.01, -0.06, -0.12], [-0.06, 0.00, -0.01], [-0.04, 0.01, 0.05], [0.03, -0.01, 0.05], [-0.28, -0.06, -0.02], [-0.07, -0.04, 0.05], [-0.08, 0.00, -0.01], [-0.02, 0.06, -0.06], [0.08, 0.05, -0.04], [-0.01, -0.01, -0.03], [0.04, -0.01, 0.02], [-0.08, -0.05, 0.01], [0.01, -0.06, -0.02], [0.05, -0.02, -0.01], [0.02, 0.03, 0.02], [0.00, 0.00, 0.00], [-0.07, -0.02, 0.02], [-0.07, 0.02, -0.05], [0.01, 0.03, -0.05], [0.08, 0.06, 0.00], [-0.44, 0.58, -0.42], [0.38, -0.03, 0.20], [0.03, -0.15, -0.29], [-0.27, 0.20, 0.26], [-0.16, -0.10, -0.07], [0.10, 0.03, -0.05], [-0.01, -0.02, -0.03], [-0.03, -0.03, -0.01], [-0.04, -0.04, -0.01], [0.11, 0.14, 0.08], [-0.03, 0.00, 0.01], [-0.01, 0.02, 0.03], [0.04, 0.03, 0.02], [0.02, 0.02, -0.02], [-0.01, 0.00, -0.04]]}


{"formula": "C43H57N7O14P", "method": "ωB97M-V/def2-TZVPD", "spin_multiplicity": 1, "homo_energy_ha": -0.413, "e_above_lowest_ev": 8.557, "charge": 1, "energy_ha": -3449.7689, "species": ["C", "C", "C", "C", "N", "N", "C", "C", "C", "P", "O", "O", "C", "C", "O", "C", "C", "C", "O", "C", "H", "H", "H", "H", "H", "H", "H", "H", "H", "H", "H", "H", "H", "H", "H", "H", "H", "H", "H", "H", "H", "H", "H", "H", "H", "H", "H", "H", "H", "H", "H", "H", "C", "C", "C", "C", "C", "C", "N", "O", "O", "H", "H", "H", "H", "H", "C", "C", "C", "C", "C", "C", "N", "O", "O", "H", "H", "H", "H", "H", "C", "C", "C", "C", "C", "C", "N", "O", "O", "H", "H", "H", "H", "H", "C", "C", "C", "C", "C", "C", "N", "O", "O", "H", "H", "H", "H", "H", "C", "C", "C", "C", "C", "C", "N", "O", "O", "H", "H", "H", "H", "H"], "xyz": [[-2.438298, -1.158263, -2.339309], [-1.379909, 0.124791, -2.163291], [-1.146352, 0.745742, -3.662377], [-0.501969, 2.272340, -3.672188], [-0.849775, 3.046683, -2.420285], [-1.332256, 4.326042, -2.699267], [-2.736055, 4.362206, -3.258190], [-3.798368, 3.356877, -2.446705], [-5.080923, 3.176268, -3.505220], [-6.625374, 4.167551, -2.934685], [-6.157734, 5.707923, -2.856597], [-7.897764, 4.154250, -4.169416], [-8.181035, 2.779685, -4.610954], [-7.428454, 2.352853, -6.019636], [-7.197082, 3.754940, -1.342470], [-7.024250, 2.326905, -1.034343], [-5.929110, 2.206050, 0.179736], [-1.104651, 5.158474, -1.459742], [-2.224078, 6.025805, -1.066487], [-2.846617, 5.589359, 0.196465], [-3.230690, -1.080154, -1.450188], [-3.065301, -1.072159, -3.327758], [-1.899667, -2.189593, -2.190821], [-1.890005, 0.846987, -1.396612], [-0.405392, -0.309499, -1.680428], [-0.319612, 0.058106, -4.180948], [-2.111037, 0.631631, -4.316869], [0.676760, 2.126066, -3.714112], [-0.768887, 2.869220, -4.670904], [0.070105, 3.108880, -1.888433], [-0.692604, 4.716727, -3.452981], [-2.669201, 3.888601, -4.351971], [-3.175106, 5.444522, -3.421482], [-3.371967, 2.278608, -2.283083], [-4.235965, 3.841354, -1.475776], [-4.816838, 3.590831, -4.590730], [-5.276814, 2.024837, -3.607594], [-7.928207, 1.955460, -3.817972], [-9.350436, 2.694341, -4.833180], [-7.267544, 3.296781, -6.706851], [-6.416629, 1.811034, -5.728852], [-8.133698, 1.547766, -6.537915], [-6.819898, 1.638512, -1.958445], [-8.063716, 1.956729, -0.579152], [-5.501651, 3.293126, 0.409637], [-6.402189, 1.735481, 1.156826], [-5.016543, 1.576762, -0.201312], [-0.133909, 5.824796, -1.657259], [-0.828985, 4.517946, -0.490920], [-2.452779, 6.139851, 1.155017], [-4.000318, 5.883998, 0.110331], [-2.841386, 4.415419, 0.349786], [-7.505676, 0.607308, 6.655136], [-6.153101, 0.301318, 6.496855], [-5.668511, -0.104988, 5.252074], [-6.550456, -0.197442, 4.166534], [-7.910244, 0.101724, 4.324461], [-8.383717, 0.504252, 5.574847], [-6.042391, -0.599411, 2.849430], [-4.836870, -0.874081, 2.754671], [-6.846606, -0.637076, 1.907167], [-7.877793, 0.929110, 7.626308], [-5.475272, 0.382605, 7.343906], [-4.611746, -0.339831, 5.145061], [-8.606693, 0.029452, 3.491706], [-9.437031, 0.741618, 5.706882], [4.504400, 1.089455, 2.228086], [3.289356, 0.403966, 2.271825], [2.156113, 0.948990, 1.665110], [2.252511, 2.184635, 1.010389], [3.469227, 2.878582, 0.971592], [4.595036, 2.324795, 1.584406], [1.070905, 2.750797, 0.348769], [0.008370, 2.115648, 0.421623], [1.204259, 3.828800, -0.248028], [5.386616, 0.657812, 2.697747], [3.226302, -0.557645, 2.776683], [1.216618, 0.402303, 1.707958], [3.557019, 3.840695, 0.471214], [5.544836, 2.854308, 1.557157], [10.609995, 0.469842, 5.042893], [10.207002, 0.240822, 3.726349], [9.004955, -0.420560, 3.467407], [8.208381, -0.846181, 4.539362], [8.614268, -0.624403, 5.862062], [9.819812, 0.035579, 6.108551], [6.931403, -1.519361, 4.273604], [6.616454, -1.713952, 3.090115], [6.239696, -1.850685, 5.247157], [11.545343, 0.990956, 5.239786], [10.829001, 0.580961, 2.901136], [8.704907, -0.591307, 2.435820], [8.008208, -0.953765, 6.703465], [10.142144, 0.215198, 7.131823], [-2.364597, -7.880969, -2.818925], [-2.186374, -6.690064, -2.113148], [-1.357796, -5.690039, -2.625790], [-0.713230, -5.892278, -3.853962], [-0.884292, -7.089978, -4.560868], [-1.713162, -8.083920, -4.036729], [0.138908, -4.834623, -4.410468], [0.280104, -3.797237, -3.745940], [0.664749, -5.037656, -5.514239], [-3.016094, -8.655525, -2.417904], [-2.696310, -6.539900, -1.163953], [-1.229331, -4.767614, -2.063666], [-0.386208, -7.262161, -5.512715], [-1.854798, -9.015959, -4.579397], [10.387135, -5.775209, 0.145998], [9.302559, -5.099515, 0.707491], [9.349947, -4.685070, 2.039926], [10.495519, -4.949727, 2.803071], [11.582686, -5.634663, 2.244149], [11.522522, -6.046682, 0.911374], [10.561643, -4.494210, 4.196845], [9.571973, -3.908324, 4.660521], [11.604255, -4.717686, 4.828555], [10.347792, -6.091421, -0.894994], [8.420576, -4.892938, 0.105006], [8.496489, -4.159519, 2.462726], [12.475945, -5.851032, 2.826403], [12.362526, -6.576370, 0.467448]], "forces_ev_per_a": [[-0.50, 0.43, 1.33], [-1.10, -1.10, -0.31], [1.14, -0.37, -0.03], [0.85, -1.18, -1.28], [1.77, -2.43, -0.40], [0.66, 2.01, -1.01], [-2.55, -1.55, -1.46], [-0.87, 0.69, -1.10], [0.38, -1.20, -0.32], [0.15, 7.11, 0.17], [-1.50, -5.91, -0.20], [2.76, -2.49, 2.59], [-1.35, -1.49, -1.56], [-0.28, -0.33, 0.86], [1.41, -1.30, -4.05], [-1.23, -1.30, 2.17], [0.55, 0.25, -0.47], [1.01, 2.54, 3.80], [1.44, -2.25, 0.07], [-2.26, -0.22, 0.80], [1.69, -0.26, -1.90], [1.46, -0.42, 1.82], [-1.08, 2.04, -0.74], [1.24, -1.07, -1.67], [-1.71, 1.13, -1.05], [-1.93, 1.47, 1.00], [1.72, 0.53, 1.39], [-2.43, 0.41, 0.17], [0.39, -1.28, 2.20], [-1.87, 0.53, -0.55], [-1.13, 0.04, 0.86], [0.12, 1.01, 2.43], [1.17, -2.13, 0.89], [-0.56, 2.37, -0.14], [1.25, -0.94, -1.79], [-0.82, -0.77, 2.42], [0.25, 2.21, 0.08], [-0.50, 1.66, -1.26], [2.57, 0.44, 0.75], [-0.30, -2.05, 1.41], [-1.95, 1.28, -0.95], [1.64, 1.83, 0.96], [-0.09, 1.47, 1.74], [2.19, 0.83, -1.20], [-1.13, -2.30, -0.40], [1.10, 0.99, -2.24], [-1.72, 0.97, 1.00], [-2.28, -1.34, 0.20], [-0.75, 0.87, -2.82], [-0.30, -1.06, -2.08], [2.56, -0.54, 0.06], [0.34, 2.38, -0.39], [0.03, -0.04, -0.12], [-0.22, -0.04, -0.34], [-0.05, 0.02, -0.02], [-0.32, 0.29, 0.88], [0.04, 0.02, 0.01], [0.39, -0.08, -0.07], [0.53, -0.41, -0.96], [-1.77, 0.42, 0.02], [1.14, 0.04, 1.19], [0.08, -0.08, -0.21], [-0.11, -0.04, -0.22], [-0.31, 0.02, -0.18], [0.34, -0.05, 0.10], [0.23, -0.07, -0.08], [-0.08, 0.08, -0.04], [-0.09, 0.31, -0.20], [0.01, -0.05, 0.01], [0.65, -0.29, 0.35], [0.06, 0.04, -0.03], [-0.41, -0.13, -0.05], [-0.50, -0.66, 0.42], [1.47, 1.25, -0.31], [-0.15, -1.05, 0.33], [-0.20, 0.05, -0.12], [-0.01, 0.22, -0.12], [0.16, 0.27, -0.11], [-0.19, -0.26, 0.09], [-0.25, -0.07, -0.02], [-0.12, -0.07, 0.00], [-0.26, -0.14, 0.27], [-0.03, 0.00, 0.08], [0.84, 0.48, 0.19], [-0.02, 0.01, -0.06], [-0.15, -0.06, -0.40], [-0.95, -0.64, 0.25], [0.26, 0.25, 1.42], [0.98, 0.52, -1.62], [-0.19, -0.13, -0.04], [-0.17, -0.11, 0.15], [-0.09, -0.07, 0.32], [0.03, -0.01, -0.37], [-0.12, -0.08, -0.21], [0.08, 0.08, -0.06], [0.20, -0.02, -0.35], [-0.01, -0.05, -0.08], [-0.59, -0.70, 0.38], [-0.01, 0.04, 0.03], [0.05, 0.36, 0.21], [0.80, 0.80, -0.66], [-0.18, -1.32, -0.91], [-0.78, 0.38, 1.71], [0.15, 0.16, -0.08], [0.14, 0.01, -0.20], [0.10, -0.18, -0.30], [-0.04, 0.25, 0.26], [0.07, 0.23, 0.08], [0.01, 0.04, 0.13], [0.33, -0.06, 0.23], [0.08, 0.00, 0.02], [-0.05, -0.29, -0.98], [-0.04, 0.04, 0.00], [-0.32, 0.21, 0.17], [0.18, 0.37, 1.31], [1.38, -0.77, -0.62], [-1.61, 0.36, -0.93], [0.01, 0.06, 0.22], [0.17, -0.03, 0.19], [0.30, -0.10, 0.08], [-0.33, 0.16, 0.02], [-0.16, 0.12, 0.15]]}